44
Properties=species:S:1:pos:R:3:forces:R:3:mulliken_spin:R:1 method="wB97M-V/def2-TZVPD" multiplicity=2 homo_energy_ev="-6.335 / -6.337" charge=-1 homo_lumo_gap_ev="7.55 / 8.02" e_lumo_ev="1.219 / 1.678" s_squared=0.9001 e_tot_ha=-6676.50838
Fe 0.275201 0.527726 -0.625007 -0.1125 -0.0779 0.1404 1.031
O 1.344877 2.059597 0.238040 -0.0117 -0.0194 0.0655 -0.008
C 2.186831 1.900190 1.394217 0.0829 -0.0287 0.1160 -0.001
C 3.376598 0.942450 1.236695 -0.0786 0.0493 -0.0744 0.000
N 3.095783 -0.437900 0.955706 0.1106 -0.0032 0.0054 0.001
C 2.406578 -1.268931 1.892058 0.0097 -0.0118 0.0206 0.000
C 0.907042 -1.307847 1.624422 0.0294 -0.0863 0.0340 0.000
O 0.194852 -2.277024 1.921044 0.0060 0.0579 -0.0263 -0.006
O 0.438700 -0.225149 1.143829 -0.0524 -0.1864 -0.1724 -0.002
C 3.370078 -0.984924 -0.355505 -0.0165 -0.0170 -0.0050 0.006
C 3.068770 -0.003996 -1.488386 0.0978 -0.0777 -0.0032 0.000
O 3.978243 0.386280 -2.199015 -0.0364 -0.0334 -0.0088 -0.002
O 1.838150 0.370267 -1.646073 -0.0275 0.1408 0.1245 -0.015
H 1.840442 2.419747 -0.512645 0.0386 -0.0220 -0.0327 0.000
H 2.570045 2.890514 1.657301 0.0014 -0.0057 -0.0288 -0.001
H 1.519459 1.570936 2.185690 0.0071 0.0003 -0.0200 0.000
H 4.030242 1.317850 0.443766 -0.0038 -0.0106 0.0012 0.000
H 3.954416 1.039262 2.169456 -0.0466 0.0103 0.0176 0.000
H 2.802926 -2.287435 1.903995 -0.0025 0.0053 -0.0197 0.001
H 2.526310 -0.871770 2.906897 0.0148 0.0001 -0.0005 0.000
H 4.415937 -1.290371 -0.469818 -0.0075 0.0076 0.0074 0.000
H 2.737373 -1.864296 -0.507029 -0.0060 0.0065 -0.0086 -0.002
C -3.615012 -0.278987 -2.006181 -0.0268 -0.0258 -0.0111 0.000
C -3.035365 -1.143756 -0.891745 0.0438 0.0297 -0.0127 0.000
O -4.028370 -2.076822 -0.476476 0.0006 -0.0276 -0.0119 0.000
P -2.620175 -0.066167 0.507937 0.0209 0.0373 -0.0733 0.000
O -2.345402 -0.954026 1.771081 -0.0472 0.0266 -0.0202 0.001
O -3.898342 0.748281 0.924444 0.0260 -0.0572 0.1198 -0.001
O -1.527536 0.892753 0.118878 0.0617 0.0558 0.0971 0.005
P -1.529032 -2.034106 -1.509236 -0.1074 0.0648 0.0678 -0.002
O -1.343143 -3.154960 -0.366763 0.0543 0.0056 0.0978 0.001
O -1.804395 -2.659426 -2.805325 0.0327 -0.0025 -0.0256 -0.001
O -0.351430 -1.058873 -1.385061 0.0652 0.0882 -0.0786 0.004
H -4.593434 0.092993 -1.699719 0.0071 0.0246 -0.0048 0.000
H -3.720206 -0.890034 -2.901102 -0.0082 -0.0073 0.0099 0.000
H -2.964446 0.568746 -2.229334 0.0109 -0.0143 -0.0027 0.000
H -3.573482 -2.824872 -0.066600 0.0053 0.0084 0.0075 0.000
H -1.446198 -1.361951 1.819435 -0.0104 -0.0211 0.0089 0.000
H -3.903472 1.640835 0.511069 -0.0125 -0.0488 -0.0542 0.000
H -0.761466 -2.895488 0.373749 -0.0252 -0.0160 -0.0416 0.000
Cl -0.384812 2.274474 -2.016802 -0.0836 0.0762 0.0324 -0.011
Ge -1.289440 3.563047 0.024958 0.2216 0.0640 -0.1407 0.003
Cl -3.487322 3.476548 -0.655069 -0.0930 0.0538 -0.0622 0.000
Cl -0.656376 5.536616 -0.911775 -0.1319 -0.0124 -0.0336 -0.001


30
Properties=species:S:1:pos:R:3:forces:R:3:mulliken_charge:R:1 method="wB97M-V/def2-TZVPD" homo_energy_ev=-7.879 homo_lumo_gap_ev=8.07 e_lumo_ev=0.190 e_tot_ha=-3075.26612
C -1.305718 -3.491917 -0.122413 -0.3219 0.2236 -0.1521 -1.155
C -2.385478 -2.595627 -0.820453 0.5451 -0.2666 1.0823 -0.549
C -2.474288 -1.166067 -0.230793 -0.1235 -0.1115 -0.5615 -0.828
C -1.243428 -0.258207 -0.544463 -0.9764 -1.0959 1.1772 -0.200
C -0.915328 0.753923 0.547507 -4.3812 -4.2505 -1.2276 -0.060
C -2.063278 1.567203 1.149967 0.7700 -0.0749 -1.4277 -1.420
H -1.505458 -4.552307 -0.276633 0.1402 -0.0320 -0.6299 0.380
H -1.415808 -3.446277 0.961047 -0.0091 0.5588 0.1568 0.292
H -0.263258 -3.277747 -0.358003 -0.0697 0.0473 -0.1278 0.299
H -2.304428 -2.511577 -1.904183 0.3672 -0.2966 -0.0446 0.309
H -3.273778 -3.192637 -0.614043 -0.5523 0.5350 -0.1661 0.308
H -2.742698 -1.224347 0.824027 0.5336 -0.0506 0.2868 0.394
H -3.338368 -0.653307 -0.653343 -0.2197 -0.0823 -0.2079 0.361
H -0.354068 -0.888387 -0.540933 0.0645 -0.1188 -0.6598 0.297
H -1.408108 0.191583 -1.523583 0.1900 0.0349 0.0258 0.423
H -0.404988 0.240103 1.362147 -0.4914 -0.8695 -0.2353 0.284
H -0.113728 1.448803 0.297167 -4.8830 -2.9781 -4.3598 -0.164
H -2.358798 2.069543 0.228877 -0.8368 0.8422 0.4632 0.320
H -2.911988 1.042683 1.588897 0.2790 -0.2188 -0.0771 0.325
H -1.602298 2.229403 1.882827 -0.5916 0.3225 -0.0337 0.475
C 5.499492 1.253623 0.049157 -0.5031 -0.1578 0.5603 0.024
Cl 6.006452 -0.235767 0.925547 -0.1830 0.9522 -0.6421 -0.113
Cl 3.848692 1.785723 0.629937 6.3898 -0.9196 2.7562 -0.128
Cl 5.330812 1.046183 -1.681813 0.2907 -0.3281 -0.0936 -0.110
H 6.200992 2.073023 0.206007 -0.1138 -0.3476 0.2885 0.322
C 1.607112 2.298173 -0.288763 -2.6292 1.0955 -0.1326 0.439
Cl 0.898552 1.612903 -1.760323 0.0429 0.0232 0.0917 -0.169
Cl 0.685192 2.001083 1.263327 10.1441 7.1541 6.0188 -0.293
Cl 1.725152 4.045933 -0.452343 0.2728 0.0523 -0.1860 -0.130
H 2.582842 1.834273 -0.144353 -3.1441 0.3576 -1.9424 0.067


32
Properties=species:S:1:pos:R:3:forces:R:3:mulliken_spin:R:1 method="wB97M-V/def2-TZVPD" multiplicity=2 homo_energy_ev="0.831 / -7.919" charge=-1 homo_lumo_gap_ev="1.56 / 10.33" e_lumo_ev="2.390 / 2.409" s_squared=0.7504 e_tot_ha=-3995.91197
Cl 3.853082 -14.143856 0.376534 0.0699 -0.4389 -0.1388 -0.298
C 5.096825 -14.553748 -0.837649 1.1184 0.1150 0.3715 1.299
C 4.747546 -15.558659 -1.929860 0.2355 0.3627 0.9338 0.456
Cl 3.333491 -15.098839 -2.780299 -1.5620 0.9557 -1.4221 -0.023
H 6.006645 -14.878400 -0.332728 -0.2587 -0.6998 0.5328 -0.274
H 5.493937 -13.590165 -1.156917 -0.7120 0.0100 -0.9119 -0.263
H 4.421998 -16.552320 -1.622029 1.0601 0.0132 0.6770 -0.179
H 5.603049 -15.569341 -2.605220 0.0104 -0.2855 -0.0470 -0.328
Cl -4.037528 -15.002073 2.580008 -0.1675 -0.2210 -0.2983 -0.074
C -3.382603 -13.485880 3.164869 0.5705 1.4360 0.0127 0.006
C -2.755490 -13.708373 4.506688 -0.1751 0.2866 0.5434 0.164
Cl -2.394374 -12.132406 5.320517 0.0248 -0.1939 -0.2988 -0.043
H -4.129400 -12.694020 3.222683 -0.3207 -0.3868 -0.0649 -0.024
H -2.592836 -13.094872 2.523399 -0.1966 -0.3321 -0.4585 0.119
H -1.802045 -14.214659 4.355935 -0.2572 -0.2540 0.5199 -0.056
H -3.485588 -14.186971 5.159367 0.5264 -0.3428 0.0356 -0.028
Cl 0.779171 -9.346822 -3.392562 0.3076 -0.0484 0.4722 -0.262
C 1.166565 -9.408024 -5.107382 -0.2141 0.5857 -1.2284 0.297
C 2.495664 -10.051058 -5.458309 0.1892 -0.1146 0.2618 0.623
Cl 2.850274 -9.890831 -7.236017 -0.4291 -0.1598 0.5068 -0.100
H 1.181896 -8.386034 -5.486064 -0.0982 0.0331 0.1485 -0.046
H 0.318596 -9.909087 -5.574260 0.2842 -0.1614 -0.1390 -0.039
H 2.483391 -11.103229 -5.173903 0.2333 0.0017 -0.2558 -0.174
H 3.341981 -9.541486 -4.997667 -0.2469 -0.1131 0.2226 -0.120
Cl -0.067207 -13.794241 -0.884942 0.4900 -0.2552 0.4083 -0.092
C 0.526214 -12.560603 0.270205 -0.4888 1.6593 -0.6686 0.167
C 0.862693 -11.312640 -0.601186 -0.2688 -1.0127 1.3041 0.509
Cl 1.100358 -9.899889 0.547707 -0.0148 -0.5842 -0.7394 -0.111
H 1.373326 -12.814627 0.907361 -0.1921 -0.5694 -0.3230 0.097
H -0.344635 -12.286250 0.865566 0.2014 -0.1958 0.2176 -0.146
H -0.015937 -11.143455 -1.223666 0.4265 0.4297 -0.0763 -0.001
H 1.778834 -11.521750 -1.153505 -0.1458 0.4805 -0.0981 -0.058


31
Properties=species:S:1:pos:R:3:forces:R:3:mulliken_charge:R:1 method="wB97M-V/def2-TZVPD" homo_energy_ev=-11.724 charge=+1 homo_lumo_gap_ev=7.94 e_lumo_ev=-3.783 e_tot_ha=-1431.61864
Cs -1.782485 -7.155172 1.293736 0.0230 0.0985 -0.0166 1.000
C 2.763656 1.382337 3.260404 -0.1422 -0.5570 -1.0510 -0.522
C 2.801534 1.082557 4.738403 1.5297 -1.5921 0.8648 -0.615
C 2.215655 -0.362492 4.905371 -1.2903 -0.1550 -1.3157 -0.737
S 2.672434 -1.305923 3.306043 -0.7549 1.7601 0.7282 1.083
O 1.464960 -1.681280 2.544447 1.5229 0.4208 1.0666 -0.639
O 3.694852 -2.278804 3.602071 -0.2800 -0.2708 -0.1425 -0.632
C 3.451778 0.181759 2.580201 -0.4889 -1.1371 -0.7741 -0.749
H 3.129189 2.343542 2.899042 0.4975 -0.0725 0.4580 0.343
H 1.722822 1.394351 2.936958 -0.2108 -0.1647 -0.0919 0.269
H 2.510621 1.888762 5.411808 -0.8954 -0.3526 -0.1118 0.374
H 3.828852 0.903593 5.055702 0.4928 0.4196 -0.2561 0.270
H 1.126926 -0.338637 4.858283 -0.1165 -0.0126 0.0552 0.345
H 2.487900 -1.036270 5.717783 0.4411 0.5343 0.0915 0.434
H 3.291463 -0.005775 1.518489 -0.3580 0.6450 -0.1700 0.423
H 4.524018 0.017231 2.686596 0.0156 0.4868 0.6427 0.353
C -1.918011 1.422138 -4.065387 -0.8578 0.1955 1.5768 -0.557
C -2.087748 0.269458 -5.017953 -0.9126 -1.6784 -0.6940 -0.588
C -3.530712 -0.348396 -4.665972 1.9221 0.2640 0.8262 -0.668
S -3.469501 -0.581882 -2.877352 -1.2037 3.3422 1.8405 1.011
O -2.746024 -1.804071 -2.516559 -1.2399 0.6156 -0.3778 -0.626
O -4.820000 -0.150545 -2.279305 3.8750 -1.9015 -1.5596 -0.633
C -2.232591 0.874443 -2.624713 -0.7451 -1.0102 -0.1215 -0.639
H -2.670349 2.147222 -4.375766 0.0270 0.3304 0.3626 0.284
H -0.955916 1.932257 -4.017957 0.0524 -0.2593 -0.4229 0.318
H -1.266288 -0.446751 -4.999333 -0.1731 -0.2574 0.4389 0.312
H -2.158883 0.538608 -6.071807 0.0709 0.4682 0.0681 0.330
H -3.808888 -1.349425 -4.995612 0.0005 0.4034 -0.7897 0.428
H -4.192202 0.497328 -4.853779 -0.6110 -0.6389 -0.0167 0.317
H -1.355947 0.484981 -2.107105 0.1200 -0.4455 -0.4669 0.328
H -2.691115 1.484856 -1.846735 -0.3104 0.5212 -0.6415 0.383